Record 1
DFT (wB97M-V/def2-TZVPD) results for the ion C3H7Br2N2 with charge -1.

Values from the calculation:
Structure (SMILES) ... C[C@H](Br)[C@@H](Br)[N-]N
Total charge ... -1

Geometry (Å):
1 C 1.4052 0.9666 0.4041
2 C 1.0560 -0.4655 -0.3598
3 Br 1.2675 -0.1419 -2.3449
4 C -0.4707 -1.0193 0.0109
5 Br -0.1491 -2.6149 1.2422
6 N -1.2652 -0.0361 0.8174
7 N -2.3872 0.4456 0.1861
8 H 0.5762 1.7987 0.2057
9 H 1.5853 0.7850 1.5475
10 H 2.3927 1.3907 -0.1030
11 H 1.8870 -1.2533 -0.0396
12 H -0.9350 -1.3730 -0.9982
13 H -2.3911 1.4891 0.1797
14 H -2.5715 0.0286 -0.7479

***

Record 2
DFT (wB97M-V/def2-TZVPD) results for an isolated molecule of C3H7Br3Si.

Values from the calculation:
Structure (SMILES) ... C[C@H](Br)C[SiH](Br)Br

Geometry (Å):
1 C 0.5374 1.1753 -0.1948
2 C -0.7441 0.3587 -0.0240
3 Br -2.0848 1.7517 0.5832
4 C -0.5822 -0.6555 1.1158
5 Si 0.3290 -2.1639 0.4881
6 Br -0.7448 -3.0832 -1.1893
7 Br 0.4532 -3.5220 2.1781
8 H 0.8187 1.6295 0.7399
9 H 1.1963 0.3896 -0.3922
10 H 0.5656 1.9467 -0.9652
11 H -1.2297 0.0739 -0.8609
12 H -1.4943 -1.2163 1.3030
13 H -0.2713 -0.1116 2.0679
14 H 1.7084 -2.1403 0.1979

***

Record 3
DFT (wB97M-V/def2-TZVPD) results for a structure of composition C3H7BrCl2FNNaO3P2Si2.

Values from the calculation:
Total charge ... +1

Geometry (Å):
1 C 3.2278 2.6087 -0.5471
2 C 2.8047 1.4294 -0.9863
3 C 2.1684 -0.0187 -1.3872
4 Si 1.7213 -0.8819 0.2776
5 N 2.9192 -2.2326 0.4564
6 Br 2.0004 0.5325 2.0889
7 O 0.0875 -1.4751 0.3746
8 Si -1.0983 -0.2568 0.0754
9 F -0.4772 1.3086 -0.3270
10 P -2.5385 0.0428 1.7436
11 O -4.1387 0.1232 1.0704
12 Cl -2.0704 1.9880 2.5001
13 P -2.2365 -0.9568 -1.7254
14 O -3.1881 0.3409 -2.3562
15 Cl -3.5809 -2.4575 -0.9817
16 H 3.5420 3.4300 0.2116
17 H 1.2795 0.1444 -2.0979
18 H 2.9548 -0.6792 -1.9376
19 H 2.4848 -3.0242 0.9636
20 H 3.1061 -2.4986 -0.5411
21 H -4.1269 0.8009 0.3403
22 H -2.8756 1.1413 -1.8450
23 Na -1.9655 0.5905 4.6300

***

Record 4
DFT (wB97M-V/def2-TZVPD) results for an isolated molecule of C3H7BrFP.

Values from the calculation:
Structure (SMILES) ... C[C@H](F)[C@@H](P)Br

Geometry (Å):
1 C 1.5582 -0.6219 -0.3643
2 C 0.0825 -0.6241 -0.6760
3 F -0.0717 -0.0369 -2.0061
4 C -0.7407 -0.0136 0.4368
5 P -0.5369 1.8179 0.4709
6 Br -2.6861 -0.5669 0.1778
7 H 1.9747 -1.5144 0.0942
8 H 1.6509 0.0748 0.4821
9 H 2.2782 -0.4812 -1.2122
10 H -0.2675 -1.6676 -0.7340
11 H -0.4108 -0.4841 1.4211
12 H -0.9230 1.9154 1.8037
13 H -1.9079 2.2026 0.1060

***

Record 5
DFT (wB97M-V/def2-TZVPD) results for an isolated molecule of C3H7BrO.

Values from the calculation:
<S²> ... 2.005
2S+1 ... 3

Geometry (Å):
1 C -0.1176 -0.9438 -1.6601
2 C 0.6215 1.0794 1.4646
3 C -0.4713 -0.1724 -0.2783
4 O 0.6976 0.1299 0.3691
5 Br -1.8309 -1.1598 0.9317
6 H 0.2589 -1.9853 -1.2085
7 H -0.9877 -1.0869 -2.3307
8 H 0.6895 -0.3873 -2.0056
9 H 1.7235 1.3505 1.5556
10 H 0.3724 0.5052 2.3886
11 H -0.0700 1.8893 1.4214
12 H -0.8858 0.7812 -0.6477

***

Record 6
DFT (wB97M-V/def2-TZVPD) results for a cluster of 2 separate species, C3H7BrO3 in total.

Values from the calculation:
Structure (SMILES) ... O=C(O)O.CCBr

Geometry (Å):
1 O -2.7921 1.8580 0.2384
2 C -2.0055 1.0080 0.0281
3 O -1.3619 0.8802 -1.1225
4 O -1.8419 -0.0897 0.8183
5 H -1.7233 1.6072 -1.7198
6 H -2.4436 -0.1293 1.4868
7 C 1.2649 -1.2376 -0.5101
8 C 1.6131 -0.2862 0.6769
9 Br 2.0500 1.4861 -0.0959
10 H 2.1500 -1.9726 -0.7378
11 H 1.1996 -0.6895 -1.4747
12 H 0.4539 -1.8759 -0.2325
13 H 0.8311 -0.1017 1.4734
14 H 2.6059 -0.4571 1.1714

***

Record 7
DFT (wB97M-V/def2-TZVPD) results for an isolated molecule of C3H7BrO3.

Values from the calculation:
<S²> ... 2.005
2S+1 ... 3

Geometry (Å):
1 C -1.3272 -1.2205 -0.2564
2 C 0.3820 0.3388 0.4174
3 C 1.8854 0.8505 -0.0948
4 O 2.3544 1.8651 0.6611
5 O 1.6919 1.2802 -1.3555
6 O -0.0578 -0.6310 -0.5143
7 Br 3.2143 -0.5983 0.0415
8 H -1.4293 -1.3222 0.9305
9 H -1.3433 -2.2056 -0.8198
10 H -2.2551 -0.6144 -0.7351
11 H 0.4945 -0.1832 1.3633
12 H -0.3710 1.1443 0.4836
13 H 3.2186 2.2646 0.4901
14 H 0.7863 0.9886 -1.5570

***

Record 8
DFT (wB97M-V/def2-TZVPD) results for a cluster of 2 separate species, C3H7BrSi in total.

Geometry (Å):
1 C -0.0635 -0.9613 0.0006
2 C -0.0677 1.2787 0.2109
3 C -1.1535 2.0409 0.8244
4 Si 1.3198 -1.8814 -0.7873
5 Br 1.6598 1.9299 0.3002
6 H -1.1061 -1.1118 -0.2353
7 H -0.8927 2.4432 1.8078
8 H -2.0553 1.4373 0.8955
9 H -1.3579 2.8990 0.1730
10 H 2.6025 -1.2234 -0.5707
11 H 1.1783 -2.2199 -2.2117
12 H 1.2418 -3.1299 -0.0057

***

Record 9
DFT (wB97M-V/def2-TZVPD) results for an isolated molecule of C3H7Cl2NS.

Geometry (Å):
1 C -2.6111 -0.5594 0.1030
2 C -1.2850 0.0999 -0.1858
3 C 3.2469 -0.4897 0.1210
4 H -2.9392 -1.1107 -0.7820
5 H -2.4819 -1.2874 0.9079
6 H -3.3917 0.1548 0.3889
7 H -0.4132 1.9326 -0.2253
8 H -2.0916 1.9485 0.2256
9 H 3.1253 -1.4660 -0.3430
10 H 3.0289 -0.5371 1.1862
11 N -1.2722 1.4331 -0.0502
12 S 0.0532 -0.7592 -0.6367
13 Cl 2.1014 0.6283 -0.6299
14 Cl 4.9301 0.0126 -0.0799

***

Record 10
DFT (wB97M-V/def2-TZVPD) results for a structure of composition C3H7Cl5HgO.

Values from the calculation:
<S²> ... 0.756
2S+1 ... 2
Total charge ... +1

Geometry (Å):
1 Hg 1.0635 0.0959 -0.8104
2 C -2.1228 -0.3810 0.4069
3 O -1.1146 0.3681 -0.1014
4 H -2.6776 0.1906 1.1509
5 H -2.8080 -0.8225 -0.3168
6 H -1.7390 -1.2795 0.8903
7 Cl 3.5314 -0.1946 -1.6762
8 C 0.8307 4.4421 -0.5884
9 Cl 0.4656 5.1545 1.0124
10 Cl 1.6507 2.8824 -0.3182
11 H -0.0971 4.2315 -1.1203
12 H 1.4249 5.1483 -1.1684
13 C 0.3541 -4.0463 0.6223
14 Cl 1.3486 -2.6414 0.1353
15 Cl -1.1272 -4.1424 -0.3394
16 H 0.9164 -4.9764 0.5394
17 H 0.1006 -4.0294 1.6822

***

Record 11
DFT (wB97M-V/def2-TZVPD) results for the ion C3H7ClN with charge +1.

Values from the calculation:
Structure (SMILES) ... C=C(Cl)C[NH3+]
Total charge ... +1

Geometry (Å):
1 C 1.0707 1.8152 0.3255
2 C 0.9568 0.5660 -0.0819
3 Cl 2.3360 -0.5900 -0.0809
4 C -0.2479 -0.1718 -0.6285
5 N -0.3832 -1.2988 0.3734
6 H 1.9713 2.1623 0.5835
7 H 0.3146 2.5686 0.3344
8 H -1.2421 0.4536 -0.8078
9 H -0.0544 -0.5675 -1.5619
10 H 0.5131 -1.7924 0.2432
11 H -1.0225 -1.9956 0.0377
12 H -0.6392 -0.7926 1.1950

***

Record 12
DFT (wB97M-V/def2-TZVPD) results for a cluster of 2 separate species, C3H7ClN2 in total.

Geometry (Å):
1 C 2.7776 -0.5975 0.3571
2 C -1.9977 -0.1019 0.2798
3 C 0.0300 1.0493 -0.4869
4 N 0.0694 -1.2035 0.2089
5 N -0.5432 -0.2077 0.0208
6 Cl 3.4099 -1.5183 -0.8751
7 H 2.7841 -1.2194 1.2768
8 H -2.3942 -1.1039 0.4294
9 H -2.1562 0.4872 1.1828
10 H -2.4905 0.3846 -0.5585
11 H -0.3104 1.2059 -1.5103
12 H -0.2956 1.8817 0.1320
13 H 1.1167 0.9436 -0.4568

***

Record 13
DFT (wB97M-V/def2-TZVPD) results for the ion C3H7ClN5 with charge +1.

Values from the calculation:
Structure (SMILES) ... NN1C=NC=[NH+][C@]1(N)Cl
Total charge ... +1

Geometry (Å):
1 N -0.5966 -1.6463 1.0195
2 N 0.1204 -0.5640 0.6288
3 C 1.3365 -0.2834 1.0449
4 N 2.0608 0.7201 0.5686
5 C 1.6112 1.3622 -0.4624
6 N 0.4385 1.0646 -1.0468
7 C -0.5117 0.3002 -0.3544
8 N -1.4136 -0.5583 -1.2453
9 Cl -1.6110 1.4713 0.6803
10 H -0.1179 -2.2334 1.6917
11 H -1.5560 -1.4452 1.2669
12 H 1.7923 -0.9094 1.8018
13 H 2.2267 2.1404 -0.8904
14 H 0.1458 1.5305 -1.8966
15 H -1.7091 -0.0407 -2.0624
16 H -2.2164 -0.9086 -0.7442

***

Record 14
DFT (wB97M-V/def2-TZVPD) results for a cluster of 2 separate species, C3H7ClNO2P in total.

Values from the calculation:
<S²> ... 2.007
2S+1 ... 3

Geometry (Å):
1 C -0.6793 0.4225 -0.3766
2 C 0.3561 0.0954 0.5614
3 C -1.5892 1.5155 -0.1119
4 N 2.2851 -2.7640 1.1432
5 O -0.1641 -3.6447 0.4867
6 O 0.7014 0.8100 -0.5025
7 P 0.8623 -2.6666 0.2305
8 Cl 1.3439 -2.7545 -1.7818
9 H -1.1426 -0.4301 -1.0139
10 H 0.7386 0.3981 1.5283
11 H -2.4141 1.6904 -0.8713
12 H -1.0545 2.4564 -0.0597
13 H -2.2197 1.4634 0.7889
14 H 2.6482 -3.6446 1.6113
15 H 2.7744 -1.9662 1.2737

***

Record 15
DFT (wB97M-V/def2-TZVPD) results for a cluster of 2 separate species, C3H7ClNS in total.

Values from the calculation:
Total charge ... +1

Geometry (Å):
1 C -2.1025 -0.0421 0.1400
2 C 1.7969 -0.3059 0.3548
3 C -0.3296 0.9280 -0.2238
4 N 0.5774 -0.0263 -0.4695
5 S -1.9190 -1.6199 -0.0257
6 Cl -3.3435 0.8585 0.5906
7 H 1.6207 0.3242 1.3047
8 H 2.0570 -1.2691 0.6610
9 H 2.6375 0.2127 -0.0577
10 H -0.2213 1.5124 0.6182
11 H -0.6598 1.4561 -1.0641
12 H 0.5744 -0.3080 -1.4060
13 H -0.6883 -1.7207 -0.4226

***

Record 16
DFT (wB97M-V/def2-TZVPD) results for an isolated molecule of C3H7ClO2S.

Geometry (Å):
1 C 0.5128 -0.4083 -1.1092
2 C -1.2937 0.4188 0.5330
3 C 0.1065 -0.3532 0.2607
4 O -2.3780 -0.3033 0.0329
5 O 1.7892 1.7335 0.4215
6 S 1.3799 0.6225 1.2283
7 Cl 2.8337 -0.8445 1.2205
8 H 0.7059 0.5857 -1.2681
9 H 1.4774 -0.7668 -1.1749
10 H -0.3281 -0.8431 -1.6069
11 H -1.4120 0.5272 1.5929
12 H -2.4366 -0.3173 -0.9260
13 H -1.1016 1.3695 0.0791
14 H 0.1447 -1.4206 0.7159

***

Record 17
DFT (wB97M-V/def2-TZVPD) results for an isolated molecule of C3H7ClO2S.

Values from the calculation:
Structure (SMILES) ... CC(C)S(=O)(=O)Cl

Geometry (Å):
1 C 0.7946 0.6612 1.0539
2 C -0.4276 0.1112 0.3631
3 C -0.7301 -1.3335 0.4600
4 S -0.0888 0.5068 -1.4900
5 O -1.2222 0.5518 -2.3204
6 O 1.0178 -0.2597 -1.9826
7 Cl 0.7334 2.3456 -1.3887
8 H 1.7015 0.3393 0.4768
9 H 0.7287 1.6865 1.2569
10 H 0.8426 0.1192 1.9523
11 H -1.2971 0.7849 0.4911
12 H 0.2669 -1.8524 0.0157
13 H -1.4326 -1.7682 -0.2953
14 H -0.8872 -1.8928 1.4071

***

Record 18
DFT (wB97M-V/def2-TZVPD) results for a structure of composition C3H7CsNO.

Values from the calculation:
Total charge ... +1

Geometry (Å):
1 Cs 1.9102 -18.5476 -7.1578
2 C 2.5949 -22.0352 -9.3405
3 C 2.7233 -21.7096 -7.8305
4 O 3.7762 -22.0508 -7.2235
5 N 1.7824 -21.0152 -7.2506
6 C 0.5531 -20.4544 -7.8352
7 H 1.5616 -22.1563 -9.6657
8 H 3.0085 -23.0336 -9.4825
9 H 3.1724 -21.3033 -9.9053
10 H 1.9732 -20.7307 -6.3005
11 H -0.2116 -21.2159 -7.6815
12 H 0.7645 -20.3337 -8.8977
13 H 0.1366 -19.5534 -7.3850

***

The calculated total energy results, record by record, are as follows: -5375.95483, -8130.12139, -5417.21265, -3133.69092, -2767.51973, -2918.24248, -2917.97801, -2981.76584, -1491.77040, -2647.73715, -633.14727, -687.99164, -852.20078, -1125.15737, -1031.27002, -1127.30559, -1127.32286, -268.32884 hartree.
The max |F| results, record by record, are as follows: 0.1103, 0.0997, 0.1434, 0.0479, 0.1114, 0.1033, 0.1441, 0.0886, 0.0898, 0.0553, 0.0740, 0.0438, 0.0758, 0.0958, 0.0912, 0.0904, 0.0995, 0.1756 hartree/bohr.